[1]
Density functional theory data (the ωB97M-V functional and the def2-TZVPD basis) for 6 unconnected molecules or ions with the total composition C40H77BN2O18 at a distorted geometry.

Structure (XYZ):
```
138
Properties=species:S:1:pos:R:3
C -4.8507 0.8071 -9.2888
C -3.7876 0.1797 -8.2175
C -3.2798 1.4044 -7.3163
C -2.0304 1.0828 -6.3851
C -0.6782 1.8751 -6.5323
C -0.5188 2.9968 -7.6630
C -0.1320 2.1992 -9.0340
O -0.9372 1.9521 -9.9502
O 1.2533 1.8144 -9.1698
C 0.5621 1.6204 -5.6052
C 1.9191 2.4641 -5.7323
C 1.9104 3.8338 -4.9037
O 0.8677 4.7639 -5.2840
C 1.8270 3.6566 -3.3075
N 0.4867 3.2529 -2.7994
C 0.4947 0.5482 -4.5001
C -0.8229 -0.2539 -4.3403
C -2.0532 -0.0053 -5.2454
B -3.3739 -0.9259 -4.9364
C -4.2413 -0.5092 -3.6082
O -3.7735 -2.0606 -5.7161
C -0.5860 -1.2603 -3.1376
O -1.3833 -1.9981 -2.5215
N 0.8555 -1.1222 -2.8354
C 1.2308 -1.3393 -1.4075
O 0.7665 -0.2604 -0.5481
C 0.1518 -0.8873 0.5813
C -1.4502 -0.9277 0.7948
O 0.9096 -1.3985 1.4384
C 1.5528 0.0496 -3.4292
O 2.6767 0.4708 -3.0939
H -5.7955 0.1431 -9.3067
H -4.4095 0.9331 -10.3296
H -5.2108 1.8103 -8.8430
H -4.4109 -0.5792 -7.6094
H -2.9599 -0.4213 -8.7173
H -4.1643 1.7335 -6.6524
H -3.0559 2.2748 -8.0412
H 0.3407 3.7212 -7.4817
H -1.4633 3.5993 -7.8579
H 1.4301 1.0440 -8.5728
H 2.1599 2.6343 -6.8431
H 2.7799 1.8189 -5.3153
H 2.9151 4.3589 -5.1220
H 0.4913 5.2148 -4.4904
H 2.0352 4.7095 -2.8683
H 2.6892 3.0022 -2.9025
H 0.5146 2.4113 -2.2144
H -0.2255 3.2041 -3.5364
H -3.6587 0.2975 -3.0408
H -4.2308 -1.4399 -2.9208
H -5.3173 -0.2205 -3.8503
H -4.7098 -2.2742 -5.5070
H 2.3713 -1.4175 -1.3460
H 0.8035 -2.3492 -1.0736
H -1.6459 -1.1589 1.8916
H -1.9525 -1.6609 0.0774
H -1.8217 0.1315 0.5711
C -1.7097 6.2399 -2.0879
O -0.5764 7.0499 -2.3708
C -0.9130 8.4310 -2.4868
C -0.5293 9.2012 -1.2272
O -1.3307 8.8068 -0.1164
C -0.6409 7.9325 0.7656
H -1.3561 5.2432 -1.8157
H -2.2992 6.6382 -1.2579
H -2.3372 6.1562 -2.9811
H -1.9760 8.5587 -2.7153
H -0.3378 8.8297 -3.3291
H -0.7196 10.2652 -1.3957
H 0.5368 9.0808 -1.0040
H 0.1118 8.4919 1.3300
H -0.1648 7.1077 0.2295
H -1.3654 7.5169 1.4686
C 1.1115 -2.7448 4.1034
O 0.3383 -3.3516 5.1321
C 1.1504 -3.9457 6.1417
C 1.2114 -3.0692 7.3890
O 1.9179 -1.8571 7.1348
C 1.0469 -0.7492 6.9616
H 0.4450 -2.1463 3.4842
H 1.8880 -2.0913 4.5099
H 1.5683 -3.5180 3.4780
H 2.1552 -4.1592 5.7627
H 0.6817 -4.8994 6.4075
H 1.7655 -3.6039 8.1662
H 0.2058 -2.8640 7.7730
H 0.6178 -0.4595 7.9261
H 0.2464 -0.9697 6.2509
H 1.6326 0.0874 6.5756
C 0.5020 5.6224 -10.0633
O -0.2468 6.1998 -9.0047
C 0.3222 7.4239 -8.5446
C -0.4467 8.6272 -9.0810
O -0.2884 8.7546 -10.4921
C -1.4248 8.2930 -11.2082
H -0.0889 4.8115 -10.4948
H 0.7238 6.3468 -10.8511
H 1.4348 5.2044 -9.6713
H 1.3829 7.4875 -8.8078
H 0.2468 7.4194 -7.4522
H -0.0345 9.5351 -8.6308
H -1.5066 8.5677 -8.8091
H -2.2487 9.0050 -11.0968
H -1.7424 7.3031 -10.8713
H -1.1590 8.2308 -12.2652
C -2.3366 -8.7956 10.6108
O -2.1817 -8.7067 9.2019
C -2.4807 -7.4037 8.7059
C -1.2068 -6.6234 8.3973
O -0.4891 -6.3139 9.5896
C 0.6319 -7.1655 9.7836
H -1.9039 -9.7417 10.9418
H -1.8254 -7.9798 11.1287
H -3.4003 -8.7889 10.8686
H -3.1173 -6.8531 9.4060
H -3.0421 -7.5383 7.7755
H -1.4829 -5.6705 7.9356
H -0.5736 -7.1700 7.6892
H 1.4232 -6.9039 9.0736
H 0.3657 -8.2193 9.6708
H 1.0081 -7.0099 10.7965
C 4.5495 -7.4521 11.0532
O 3.6371 -8.3070 11.7288
C 4.1742 -9.6115 11.9367
C 4.6428 -9.7940 13.3769
O 5.7742 -8.9741 13.6600
C 5.4300 -7.8157 14.4065
H 4.1646 -6.4317 11.1058
H 5.5418 -7.4728 11.5113
H 4.6210 -7.7446 10.0010
H 4.9854 -9.8195 11.2314
H 3.3663 -10.3238 11.7392
H 4.9595 -10.8322 13.5132
H 3.8280 -9.5949 14.0821
H 5.1993 -8.0943 15.4395
H 4.5808 -7.2869 13.9667
H 6.2916 -7.1452 14.4108
```

The SMILES is CCCc1c(CC(=O)O)c(C[C@@H](O)CN)c2c(c1B(C)O)C(=O)N(COC(C)=O)C2=O.COCCOC.COCCOC.COCCOC.COCCOC.COCCOC.

***

[2]
Density functional theory data (the ωB97M-V functional and the def2-TZVPD basis) for a molecular structure, C40H77Br3ClCsF2I3KMgN3O14S3 at a distorted geometry.

Structure (XYZ):
```
149
Properties=species:S:1:pos:R:3
C 8.1749 -5.0471 0.2149
O 8.4621 -3.6541 0.0255
C 7.2706 -2.8234 0.1873
C 7.6136 -1.3915 -0.4707
C 6.4206 -0.7824 -1.4045
C 5.0413 -0.5892 -0.6248
C 4.1333 0.6061 -1.2318
C 3.1563 0.0273 -2.3724
C 1.9739 -0.7897 -1.6186
C 0.5992 0.0079 -1.8195
C -0.5531 -0.3983 -0.7788
C -1.8479 -1.0889 -1.4771
C -3.2166 -0.9969 -0.6373
C -2.7637 -1.4619 0.7982
C -3.6629 -1.9459 1.9842
C -3.9621 -0.8450 3.1427
Cl -2.6231 -3.1725 2.9512
N -3.3399 0.5076 -0.4549
C -4.6787 0.7769 0.0655
O -5.0050 1.5745 0.9211
C -5.5679 -0.1128 -0.9820
C -7.1406 -0.1335 -0.8112
Br -8.2216 -1.6144 -1.5004
C -7.7050 0.1964 0.6923
C -7.1768 -0.7941 1.8102
Br -9.6934 -0.1721 0.5877
C -4.6336 -1.3844 -1.3685
C -4.3611 -1.0026 -2.9287
C -5.5856 -0.9484 -3.9172
C -5.7629 -2.2642 -4.8489
I -6.7746 -1.4995 -6.6758
C -5.1173 -2.8631 -1.4930
I -3.5282 -4.2890 -2.1100
C -5.7766 -3.6334 -0.2343
C -7.0003 -4.6049 -0.7015
I -4.3720 -5.1391 0.6040
H 9.1328 -5.5594 0.5556
H 7.8511 -5.5567 -0.7635
H 7.4144 -5.2305 1.0436
H 6.3411 -3.3004 -0.2589
H 7.1171 -2.7109 1.3663
H 8.5440 -1.5031 -1.1170
H 7.8594 -0.6895 0.3905
H 6.7983 0.2199 -1.7727
H 6.2991 -1.4518 -2.3138
H 5.2564 -0.2978 0.4498
H 4.4406 -1.5590 -0.5964
H 4.7832 1.4509 -1.6111
H 3.4541 0.9575 -0.3804
H 2.7043 0.8501 -3.0155
H 3.6871 -0.7028 -3.0527
H 2.2269 -0.9955 -0.5376
H 1.8846 -1.7969 -2.1604
H 0.8695 1.1219 -1.6014
H 0.2707 -0.0651 -2.9068
H -0.8079 0.4402 -0.0653
H -0.1123 -1.2279 -0.1246
H -1.5051 -2.1665 -1.6586
H -1.8377 -0.5837 -2.4908
H -1.9331 -2.2424 0.6674
H -2.2212 -0.5682 1.2789
H -4.6304 -2.4750 1.8183
H -4.4167 -1.4530 4.0012
H -2.9859 -0.4111 3.5012
H -4.7506 -0.0939 2.8523
H -3.0510 1.0645 -1.2646
H -5.4559 0.6548 -1.8370
H -7.5419 0.7811 -1.3814
H -7.5831 1.2880 0.9466
H -7.1489 -0.2806 2.8275
H -6.1021 -1.0164 1.5415
H -7.7840 -1.7552 1.8995
H -3.8201 0.0059 -3.0041
H -3.6065 -1.7120 -3.4237
H -5.3190 -0.1454 -4.6958
H -6.5735 -0.5818 -3.4983
H -6.5272 -2.9398 -4.3142
H -4.7776 -2.7644 -5.0726
H -5.8948 -3.0404 -2.3125
H -6.2221 -2.9782 0.5642
H -6.9586 -5.6147 -0.1756
H -7.9915 -4.1530 -0.3624
H -6.9603 -4.8295 -1.8106
C -8.1831 -5.8503 -6.7425
O -7.3083 -5.0657 -7.5347
H -8.5196 -6.7054 -7.3267
H -7.6537 -6.2043 -5.8539
H -9.0466 -5.2496 -6.4490
H -7.0245 -4.3143 -6.9901
N 0.0843 2.4941 4.1359
S -0.5666 1.2782 3.3825
O -1.0148 0.1620 4.1826
O -0.0579 0.9531 2.0723
F -1.9690 1.9357 2.9899
S 1.5018 2.1315 4.7181
O 1.9973 3.0896 5.6760
O 2.5004 1.6255 3.8068
F 1.2199 0.8750 5.6556
C -1.7541 7.8565 2.9655
C -1.5201 6.3765 3.1156
O -1.3170 5.6483 2.1509
N -1.5397 5.8547 4.3709
C -1.7611 6.5444 5.6244
H -1.7089 8.1227 1.9099
H -2.7422 8.1218 3.3472
H -0.9808 8.4151 3.4965
H -1.3746 4.8570 4.3937
H -0.8856 6.3943 6.2595
H -2.6331 6.1023 6.1119
H -1.9271 7.6098 5.4845
C 3.0649 6.0293 3.8760
C 4.2896 5.2701 3.3939
O 5.2912 6.1067 2.8256
C 5.8344 7.1011 3.6806
C 6.4988 6.5371 4.9232
H 2.6206 6.5992 3.0536
H 2.3169 5.3353 4.2677
H 3.3096 6.7374 4.6694
H 3.9846 4.5744 2.6087
H 4.7166 4.6611 4.1962
H 5.0638 7.8328 3.9453
H 6.5822 7.6403 3.0920
H 5.7934 5.9940 5.5519
H 6.9296 7.3430 5.5212
H 7.2969 5.8408 4.6487
Mg -0.2259 2.1939 -2.2666
Br 6.0610 -1.7030 2.4473
C 6.1452 -5.7319 -5.0449
C 4.6667 -5.8875 -5.4100
C 3.8538 -5.1437 -4.3493
S 4.9115 -3.8376 -3.7360
O 5.2179 -4.1082 -2.3487
O 4.4011 -2.5668 -4.1803
C 6.3400 -4.2578 -4.7155
H 6.7991 -6.0506 -5.8595
H 6.3726 -6.3426 -4.1693
H 4.4867 -5.4434 -6.3928
H 4.3720 -6.9370 -5.4668
H 2.9474 -4.7074 -4.7678
H 3.5998 -5.7940 -3.5107
H 7.2529 -4.0579 -4.1501
H 6.3174 -3.6482 -5.6202
C 4.1860 8.8951 6.6993
O 4.5522 7.7040 6.8822
O 5.2405 9.7382 6.5602
O 3.0455 9.3800 6.6312
H 5.8999 9.0212 6.6679
K 7.5017 -6.6009 -2.7393
Cs -8.5441 -3.4117 -6.0137
```

The charge is +1.

***

[3]
Density functional theory data (the ωB97M-V functional and the def2-TZVPD basis) for 4 unconnected molecules or ions with the total composition C40H78FO at a distorted geometry.

Structure (XYZ):
```
120
Properties=species:S:1:pos:R:3
C -4.6267 -3.1243 -1.1457
O -4.0972 -2.8540 -2.4725
C -2.6545 -2.6778 -2.3788
C -2.2061 -1.7173 -3.6172
C -1.7618 -2.5778 -4.8978
C -0.1792 -2.7747 -5.0624
C 0.6502 -1.4035 -5.0361
C 2.2400 -1.6914 -5.1697
C 2.9767 -0.2685 -5.0954
C 3.2022 0.2623 -3.5692
C 4.1210 1.5719 -3.6727
C 3.9859 2.5904 -2.4391
C 2.4796 2.9224 -1.9874
C 2.6581 3.7894 -0.6100
C 2.0161 2.8822 0.5555
C 2.5813 1.4353 0.6908
C 1.9692 0.5134 1.7764
C 0.8257 1.0912 2.6529
C 0.1541 0.1227 3.7510
C 0.2820 2.5433 2.5324
C 0.8985 3.4837 1.4448
C 1.7141 3.8564 -3.0342
C 1.2297 3.0512 -4.3635
F 0.4587 4.3199 -2.4095
H -5.7386 -3.3958 -1.2283
H -4.4950 -2.1701 -0.5205
H -4.1040 -4.0314 -0.6676
H -2.4127 -2.0885 -1.4248
H -2.0760 -3.6707 -2.4596
H -1.3997 -1.0319 -3.1922
H -3.0770 -1.0378 -3.9347
H -2.2620 -3.6170 -4.7981
H -2.2131 -2.1191 -5.8571
H 0.2422 -3.4592 -4.2403
H 0.0266 -3.3303 -6.0566
H 0.5219 -0.7870 -4.0800
H 0.2834 -0.7269 -5.8972
H 2.3943 -2.1016 -6.2353
H 2.6224 -2.4728 -4.4319
H 3.9929 -0.3105 -5.6186
H 2.3139 0.5248 -5.5931
H 3.7127 -0.6133 -3.0077
H 2.2025 0.4272 -3.0386
H 5.2182 1.2074 -3.6802
H 3.8592 2.0889 -4.6639
H 4.5091 3.5716 -2.7493
H 4.5376 2.1977 -1.5162
H 2.1642 4.8181 -0.6644
H 3.7878 3.9882 -0.4283
H 3.4120 1.0833 -0.0183
H 2.3741 -0.5519 1.8366
H 0.6130 0.4012 4.7590
H -0.9833 0.2945 3.7213
H 0.3579 -0.9482 3.4170
H -0.5556 2.9768 3.1754
H 0.5824 4.5609 1.2606
H 2.3180 4.8071 -3.2992
H 2.0565 3.2009 -5.1363
H 0.2062 3.4610 -4.6970
H 1.0888 1.9378 -4.0959
C -4.5164 -9.8579 -3.8258
C -3.9051 -9.6757 -2.4433
C -4.3335 -8.3752 -1.7605
C -3.9113 -7.0908 -2.4795
C -2.4116 -6.9354 -2.7144
C -1.6050 -6.8673 -1.4253
H -4.2001 -9.0711 -4.5145
H -4.2044 -10.8152 -4.2528
H -5.6086 -9.8519 -3.7727
H -2.8146 -9.7303 -2.5135
H -4.2140 -10.5163 -1.8124
H -3.9375 -8.3681 -0.7396
H -5.4251 -8.3710 -1.6588
H -4.2674 -6.2348 -1.8950
H -4.4255 -7.0289 -3.4450
H -2.2453 -6.0108 -3.2786
H -2.0338 -7.7485 -3.3420
H -1.9355 -6.0313 -0.8021
H -0.5450 -6.7193 -1.6509
H -1.6943 -7.7882 -0.8429
C 3.1551 11.0279 -0.2388
C 3.7077 10.4260 1.0459
C 4.0631 8.9436 0.9140
C 2.8872 8.0162 0.5949
C 1.7316 8.0585 1.5959
C 2.1320 7.6107 2.9947
H 2.2207 10.5488 -0.5401
H 2.9497 12.0931 -0.0984
H 3.8739 10.9276 -1.0567
H 2.9926 10.5776 1.8602
H 4.6129 10.9758 1.3268
H 4.5453 8.6147 1.8406
H 4.8169 8.8284 0.1264
H 3.2644 6.9894 0.5323
H 2.4969 8.2526 -0.4011
H 0.9358 7.3982 1.2340
H 1.2987 9.0631 1.6405
H 2.5246 6.5902 2.9797
H 1.2629 7.6266 3.6591
H 2.8921 8.2669 3.4276
C -0.7422 -2.3134 9.8871
C -1.8593 -2.7948 8.9714
C -1.4289 -2.9207 7.5086
C -0.9960 -1.6125 6.8406
C -2.0419 -0.4967 6.8509
C -3.3077 -0.8531 6.0843
H -0.4008 -1.3118 9.6158
H -1.0938 -2.2734 10.9219
H 0.1139 -2.9925 9.8475
H -2.7215 -2.1270 9.0609
H -2.1957 -3.7776 9.3194
H -2.2506 -3.3663 6.9382
H -0.5979 -3.6329 7.4435
H -0.7196 -1.8297 5.8028
H -0.0838 -1.2424 7.3219
H -1.5999 0.3965 6.3959
H -2.2991 -0.2208 7.8784
H -3.0786 -1.0875 5.0410
H -4.0045 -0.0099 6.0939
H -3.8204 -1.7117 6.5264
```

The charge is -1.

***

Gap between HOMO and LUMO
In order: 7.563 1.218 4.361
Unit: eV